This record from OMol25 describes a molecular structure, C8H32BeN16O8. The level of theory is ωB97M-V/def2-TZVPD.

energy relative to the best compared isomer or geometry (same formula, charge and spin) = 22.5 kcal per mole
expectation value of S² = 0.757
E_tot = -49414.3199 eV
net charge = +3
spin multiplicity = 2

Each line ends with the natural charge from an NBO analysis.
Atoms and positions in Å:
Be 9.0463 -4.7109 -24.9340  1.691
C 10.7949 -1.7996 -25.1540  0.789
O 9.7089 -2.3622 -25.3756  -0.729
N 11.2162 -1.6339 -23.9311  -0.791
N 11.7862 -1.4292 -25.9583  -0.795
H 10.5979 -1.7387 -23.1394  0.424
H 11.9292 -0.9187 -23.9126  0.401
H 11.8050 -1.6676 -26.9395  0.413
H 12.6529 -1.0527 -25.6018  0.424
C 6.0735 -2.5128 -24.8642  0.769
O 7.0200 -3.2328 -24.5220  -0.747
N 5.7507 -1.3337 -24.3100  -0.814
N 5.2192 -2.9598 -25.6396  -0.777
H 6.4328 -0.8812 -23.7182  0.405
H 4.8605 -0.8661 -24.4048  0.417
H 4.4624 -2.4016 -26.0079  0.404
H 5.2265 -3.9514 -25.8312  0.424
C 11.8687 -5.4204 -23.0359  0.775
O 11.4014 -5.4010 -24.1669  -0.746
N 12.3987 -6.4561 -22.4135  -0.811
N 11.9462 -4.3976 -22.2454  -0.808
H 12.5836 -7.3176 -22.9071  0.417
H 13.0199 -6.2912 -21.6343  0.401
H 11.6144 -3.5388 -22.6607  0.420
H 12.2450 -4.6267 -21.3082  0.407
C 8.6563 -3.2733 -28.2753  0.728
O 8.9928 -4.0911 -27.4226  -0.205
N 8.4044 -3.4546 -29.5515  -0.712
N 8.9255 -2.0261 -28.1643  -0.727
H 8.2694 -4.3583 -29.9819  0.441
H 8.6053 -2.6911 -30.1813  0.429
H 8.6967 -1.3494 -28.8783  0.425
H 9.4564 -1.6590 -27.3874  0.433
C 8.7719 -3.5631 -21.2399  0.782
O 9.0463 -3.7925 -22.4004  -0.740
N 8.5411 -2.4046 -20.6446  -0.821
N 8.7944 -4.4808 -20.3122  -0.790
H 9.0842 -2.2966 -19.8000  0.408
H 8.3965 -1.6257 -21.2711  0.398
H 9.3487 -5.3154 -20.4393  0.384
H 8.6332 -4.1228 -19.3817  0.403
C 10.0493 -7.8571 -26.1345  0.793
O 9.4488 -6.7677 -26.3912  -0.729
N 11.1855 -8.2374 -26.5872  -0.772
N 9.5718 -8.9488 -25.5689  -0.793
H 11.7240 -7.5557 -27.1024  0.411
H 11.4284 -9.2141 -26.6724  0.411
H 8.6373 -8.9220 -25.1867  0.396
H 10.1290 -9.7846 -25.4635  0.408
C 5.5864 -6.5447 -26.2389  0.763
O 6.5357 -5.8019 -25.9364  -0.739
N 5.3802 -7.7373 -25.6799  -0.812
N 4.8884 -6.4200 -27.3247  -0.792
H 5.9379 -7.8371 -24.8438  0.402
H 4.4789 -8.1689 -25.8267  0.405
H 4.0612 -6.9993 -27.3109  0.405
H 5.0159 -5.5538 -27.8282  0.406
C 8.9339 -7.5048 -22.5851  0.790
O 8.7746 -6.7432 -23.4823  -0.725
N 8.3577 -8.6920 -22.5122  -0.820
N 9.6354 -7.2013 -21.4922  -0.838
H 7.7853 -8.9211 -23.3121  0.390
H 8.6764 -9.4599 -21.9387  0.419
H 9.9909 -6.2583 -21.5588  0.401
H 9.3344 -7.8126 -20.7466  0.422



This record from OMol25 describes a molecular structure, C8H32F2Mn2N16O10P. The level of theory is ωB97M-V/def2-TZVPD.

energy relative to the best compared isomer or geometry (same formula, charge and spin) = 79.0 kcal per mole
expectation value of S² = 30.005
E_tot = -130486.9976 eV
net charge = +3
spin multiplicity = 11

Each line ends with the Mulliken charge.
Atoms and positions in Å:
Mn 2.4056 2.8575 0.8737  1.333
Mn -3.9568 2.9422 0.6571  1.272
O -1.8575 2.2163 0.5959  -0.164
P -0.6668 1.3366 0.7448  0.032
O 0.6712 1.8107 1.1548  -0.012
F -0.4764 0.7301 -0.7124  -0.033
F -1.1037 0.0753 1.5854  -0.218
C 2.0749 -1.7584 3.5865  0.639
O 2.5152 -0.7905 2.9560  -0.783
N 1.2192 -2.6465 3.0245  -0.360
N 2.4563 -2.0598 4.8516  -0.414
H 0.8435 -3.4473 3.5021  0.219
H 0.6417 -2.1797 2.3514  0.195
H 3.2497 -1.6224 5.2855  0.259
H 2.0031 -2.8725 5.2282  0.157
C 1.2708 3.8223 -2.2463  0.663
O 1.6022 3.4239 -1.0952  -0.422
N 0.1660 3.3944 -2.8729  -0.386
N 2.1673 4.4895 -2.9749  -0.361
H -0.4031 2.7502 -2.3519  0.111
H -0.0200 3.7100 -3.8091  0.198
H 3.0050 4.8406 -2.5474  0.190
H 2.0546 4.5707 -3.9719  0.175
C -4.7681 -0.1482 1.4764  0.700
O -4.5009 0.9334 0.8688  -0.504
N -3.9019 -0.8949 2.1640  -0.274
N -5.9931 -0.6617 1.3590  -0.427
H -4.3040 -1.6342 2.7130  0.201
H -2.9506 -0.6066 2.2495  0.142
H -6.1357 -1.6218 1.6225  0.195
H -6.5355 -0.2416 0.6208  0.244
C -3.0685 3.3913 3.7015  0.762
O -3.5693 2.7963 2.7146  -0.581
N -3.1054 4.7256 3.8943  -0.428
N -2.3721 2.7082 4.6205  -0.307
H -3.7380 5.2687 3.3325  0.195
H -2.5923 5.1617 4.6392  0.174
H -1.8784 3.3637 5.2031  0.176
H -2.3058 1.7232 4.7911  0.222
C -3.3708 -2.6530 -2.0619  0.595
O -4.3428 -2.2529 -1.4205  -0.625
N -3.1944 -3.9349 -2.4525  -0.386
N -2.2787 -1.8637 -2.2747  -0.254
H -2.2567 -4.2835 -2.5168  0.181
H -4.0227 -4.5052 -2.4420  0.233
H -2.1742 -1.0342 -1.7236  0.070
H -1.5999 -2.0995 -2.9792  0.155
C 1.5202 -2.9962 -1.7192  0.543
O 1.1005 -2.7230 -2.8477  -0.686
N 2.3763 -4.0263 -1.4761  -0.384
N 1.2321 -2.3032 -0.5947  0.023
H 2.7277 -4.5212 -2.2805  0.246
H 2.7320 -4.2192 -0.5603  0.157
H 0.7325 -1.4339 -0.6216  -0.038
H 1.7134 -2.6837 0.1932  0.027
C 2.6374 0.4714 -3.6752  0.502
O 3.1610 1.5741 -3.8527  -0.649
N 1.3503 0.3298 -3.2630  -0.119
N 3.3160 -0.6479 -3.9672  -0.243
H 0.9045 -0.5711 -3.3504  0.138
H 0.9885 1.2055 -2.9361  0.036
H 4.0607 -0.6563 -4.6441  0.258
H 3.0714 -1.5870 -3.6963  0.101
C 3.8104 0.1284 -0.1575  0.448
O 3.2464 1.2140 0.1493  -0.461
N 4.5274 -0.0360 -1.2676  -0.293
N 3.6215 -1.0124 0.5443  -0.324
H 4.9909 -0.8644 -1.5918  0.214
H 4.6640 0.7709 -1.8650  0.246
H 3.1667 -0.7412 1.4353  0.393
H 3.4460 -1.9004 0.1298  0.121



This record from OMol25 describes a molecular structure, C8H32Li4O10. The level of theory is ωB97M-V/def2-TZVPD.

expectation value of S² = 0.751
E_tot = -30106.4064 eV
net charge = +1
spin multiplicity = 2

Each line ends with the natural charge from an NBO analysis.
Atoms and positions in Å:
Li -1.0352 -2.5572 2.7652  0.582
Li -1.6213 0.9010 3.4312  0.900
Li 0.9123 -0.6488 3.4272  0.461
Li 3.3898 -2.2098 1.3963  0.951
O 2.1951 -0.5024 1.7480  -1.140
C 1.2157 -0.5074 0.6596  -0.099
C -0.3000 -0.0479 0.9012  -0.110
O -1.1070 -0.6232 1.9377  -1.168
H 1.2138 -1.5436 0.3215  0.114
H 1.6618 -0.0403 -0.2185  0.177
H -0.8953 -0.0804 -0.0113  0.176
H -0.3687 1.0241 1.0864  0.136
O -3.8621 -1.6593 1.5409  -0.956
H -2.9562 -1.3708 1.4305  0.504
H -3.8409 -2.2273 2.3111  0.485
O 4.4451 1.0147 2.3027  -0.960
H 4.9459 0.5526 2.9749  0.454
H 3.6722 0.4681 2.1611  0.491
O -0.3079 -3.9239 1.4128  -0.989
H -0.2338 -3.9107 0.4586  0.499
H 0.2838 -4.6235 1.6898  0.495
O 3.2200 -3.4411 -0.3346  -0.995
H 2.5210 -4.0578 -0.5520  0.496
H 3.7952 -3.4509 -1.0997  0.508
O -3.7045 0.5899 3.0643  -1.009
H -4.5765 0.9199 3.2812  0.496
H -3.8609 -0.0864 2.4052  0.501
O -1.2185 2.9123 2.9975  -0.986
H -0.7132 3.4740 3.5851  0.499
H -1.0966 3.3003 2.1310  0.504
C -3.8128 0.0311 -1.7010  -0.635
C -3.9295 -1.4922 -1.9457  0.090
C -2.6432 -2.2452 -1.6847  -0.642
O -4.8698 -2.0756 -0.9981  -0.744
H -3.6423 0.2668 -0.6505  0.193
H -4.7106 0.5947 -1.9546  0.227
H -3.0494 0.4655 -2.3465  0.210
H -4.3266 -1.7492 -2.9277  0.192
H -1.9891 -2.3156 -2.5538  0.210
H -2.9325 -3.2829 -1.5184  0.225
H -2.1040 -1.9125 -0.7977  0.182
H -4.5367 -1.9180 -0.1117  0.476
C 2.2547 3.8409 -2.1120  -0.646
C 3.5163 2.9268 -2.1680  0.119
C 4.0216 2.8031 -3.6626  -0.627
O 4.6018 3.3691 -1.4214  -0.713
H 1.8856 3.9032 -1.0883  0.203
H 1.4049 3.4769 -2.6895  0.211
H 2.4069 4.9043 -2.2968  0.224
H 3.2963 1.9485 -1.7406  0.138
H 4.4323 3.7775 -3.9270  0.224
H 3.1672 2.4271 -4.2254  0.201
H 4.8151 2.0578 -3.6085  0.198
H 4.9707 2.5537 -1.0741  0.470



This record from OMol25 describes 8 unconnected molecules or ions with the total composition C8H32N16O8. The level of theory is ωB97M-V/def2-TZVPD.

energy relative to the best compared isomer or geometry (same formula, charge and spin) = 32.6 kcal per mole
SMILES string = NC(N)=O.NC(N)=O.NC(N)=O.NC(N)=O.NC(N)=O.NC(N)=O.NC(N)=O.NC(N)=O
E_tot = -49045.1652 eV
net charge = 0

Each line ends with the natural charge from an NBO analysis.
Atoms and positions in Å:
C 2.0290 4.1230 2.5981  0.770
O 2.2884 4.5090 1.4774  -0.652
N 2.8425 4.2857 3.6753  -0.848
N 0.8454 3.4731 2.8883  -0.862
H 3.7520 4.6867 3.5443  0.406
H 2.5519 4.0948 4.6152  0.390
H 0.2878 3.3351 2.0669  0.401
H 0.5413 3.3254 3.8301  0.397
C -0.7341 -4.9233 1.8431  0.772
O -1.3655 -5.8796 2.2557  -0.675
N -0.7712 -3.6711 2.3849  -0.870
N 0.0998 -4.9773 0.7446  -0.866
H -1.3737 -3.6542 3.1889  0.402
H -0.1837 -2.9155 2.0557  0.425
H 0.7986 -4.2534 0.7452  0.391
H 0.1731 -5.7759 0.1485  0.404
C -3.7699 -0.6340 0.7542  0.764
O -3.6415 -0.8071 1.9494  -0.657
N -4.1535 0.5717 0.2139  -0.882
N -3.5780 -1.5901 -0.2030  -0.867
H -4.3145 1.2884 0.8981  0.397
H -4.0702 0.7743 -0.7663  0.401
H -3.5868 -1.2367 -1.1507  0.418
H -3.3025 -2.5372 -0.0204  0.423
C -2.6788 0.4515 -3.6018  0.795
O -2.8021 -0.1444 -2.5301  -0.742
N -2.1808 -0.1343 -4.7028  -0.822
N -3.0565 1.7647 -3.7571  -0.828
H -2.0173 -1.1250 -4.7493  0.428
H -1.9811 0.4442 -5.4981  0.393
H -3.2712 2.2094 -2.8858  0.402
H -2.5491 2.2494 -4.4779  0.393
C -0.6343 3.7326 -2.1207  0.772
O 0.1798 3.3929 -2.9529  -0.646
N -0.9407 5.0264 -1.8112  -0.841
N -1.3035 2.7850 -1.3808  -0.893
H -1.5835 5.2046 -1.0634  0.385
H -0.4994 5.7876 -2.2901  0.415
H -0.9243 1.8613 -1.5205  0.419
H -1.9981 2.9149 -0.6694  0.390
C 5.1890 -0.1500 2.4479  0.778
O 4.3312 -0.5220 1.6599  -0.683
N 5.9723 -1.0471 3.1074  -0.840
N 5.6032 1.1404 2.5310  -0.838
H 6.7334 -0.8087 3.7168  0.385
H 5.7470 -2.0242 3.0772  0.411
H 5.1353 1.8541 2.0041  0.413
H 6.2999 1.4291 3.1921  0.384
C 0.4711 -0.5932 0.7149  0.788
O 0.6397 -1.8153 0.6875  -0.744
N 1.4820 0.2589 1.0261  -0.846
N -0.7187 -0.0359 0.3644  -0.845
H 1.3424 1.2478 1.0865  0.391
H 2.3725 -0.2221 1.0423  0.451
H -1.4735 -0.6219 0.0450  0.431
H -0.7886 0.9637 0.3747  0.374
C -0.5959 -3.6132 -2.8232  0.779
O -1.4924 -3.9414 -3.5834  -0.676
N 0.4528 -4.4117 -2.4486  -0.845
N -0.4713 -2.3024 -2.4156  -0.878
H 0.6051 -5.1866 -3.0681  0.405
H 1.1964 -3.8185 -2.1199  0.388
H 0.0147 -2.1212 -1.5492  0.409
H -1.1714 -1.6914 -2.7952  0.407